21
Properties=species:S:1:pos:R:3 method="wB97M-V/def2-TZVPD" multiplicity=1 e_lumo_ev=0.8614 smiles="CNC=O.CNNC" gap_ha=0.322 homo_energy_ev=-7.90
C -1.06458 1.74277 0.84374
C -1.28913 -0.86597 -2.02813
N 0.00262 -1.09750 -1.42968
N -0.55773 0.48283 1.35626
H 0.22939 -2.03730 -1.15113
H -1.02005 -0.28282 0.86287
H -0.79112 1.92632 -0.20075
H -0.66401 2.55164 1.45828
H -2.14954 1.73572 0.94237
H -1.34005 0.18195 -2.30815
H -1.42662 -1.47561 -2.92467
H -2.09257 -1.09102 -1.32201
C 1.45101 -0.69259 1.85462
N 0.85415 0.33189 1.02003
C 0.97535 -0.15590 -1.43644
O 0.83706 0.97267 -1.84058
H 1.28804 1.23190 1.21752
H 1.93850 -0.55771 -1.08626
H 2.52045 -0.71559 1.65665
H 1.28281 -0.53100 2.92889
H 1.01599 -1.65464 1.58662


12
Properties=species:S:1:pos:R:3 method="wB97M-V/def2-TZVPD" multiplicity=1 e_lumo_ev="-2.1076 / -2.1077" gap_ha="0.233 / 0.233" homo_energy_ev="-8.43 / -8.44"
C -0.46333 0.99209 0.27257
C 0.29678 -0.20926 0.14820
C -1.94763 1.11388 -0.08035
C -0.38787 -1.39709 -0.09940
C 1.76109 -0.41984 0.11214
O -2.34664 2.02040 -0.77982
O -0.56836 -2.51443 -0.42704
S -2.88252 -0.22122 0.46184
H 0.01170 2.00882 0.24802
H 2.13075 -1.47373 0.00300
H 2.30290 0.07470 0.88643
H 2.09311 0.02568 -0.74559


67
Properties=species:S:1:pos:R:3 method="wB97M-V/def2-TZVPD" multiplicity=6 e_lumo_ev="-0.3042 / -1.2553" gap_ha="0.176 / 0.231" homo_energy_ev="-5.09 / -7.54"
Ru 0.08240 -0.27505 -1.34504
Br 5.94050 4.35735 -1.27934
C 4.70840 2.90895 -1.33234
C 5.18240 1.60255 -1.33704
C 4.27450 0.56695 -1.37394
C 2.87630 0.78175 -1.39854
O 2.09390 -0.24375 -1.39124
C 2.41020 2.14825 -1.40904
C 1.04630 2.52805 -1.43854
N 0.00540 1.72355 -1.49904
C -1.27870 2.21275 -1.44884
C -1.66290 3.56705 -1.39804
C -2.99460 3.92175 -1.33044
C -3.99670 2.96955 -1.31644
C -3.67180 1.60725 -1.36724
C -4.63630 0.57965 -1.34324
C -4.21800 -0.73665 -1.39494
C -2.86960 -1.03255 -1.46144
N -1.91960 -0.07805 -1.47554
C -2.30250 1.22645 -1.43534
C 3.35960 3.18135 -1.37114
H 6.24310 1.40665 -1.31144
H 4.62530 -0.45445 -1.38174
H 0.87330 3.60025 -1.38574
H -0.92740 4.35445 -1.41644
H -3.25560 4.96945 -1.28524
H -5.03210 3.26205 -1.26824
H -5.68110 0.83865 -1.28134
H -4.93920 -1.53675 -1.38054
H -2.51550 -2.05205 -1.50154
H 3.02260 4.20775 -1.37564
C 2.64760 -0.32285 3.57126
C 1.55930 -1.33355 3.22626
C 1.14720 -1.25775 1.76716
S 0.14510 0.19165 1.26266
O 0.81740 1.39415 1.74366
C -1.37160 -0.07415 2.31646
C -1.47800 0.93615 3.44336
C -1.91600 2.30435 2.93626
H 2.91290 -0.39805 4.62396
H 2.30610 0.68825 3.36776
H 3.53930 -0.50905 2.97566
H 0.69280 -1.17205 3.87026
H 1.92910 -2.34475 3.42476
H 0.51890 -2.09225 1.46046
H 2.01830 -1.21155 1.10986
H -1.33430 -1.10055 2.67006
H -2.19880 0.03365 1.61446
H -0.50550 1.03305 3.92806
H -2.19390 0.56845 4.18406
H -1.19340 2.67985 2.21756
H -1.97600 3.01075 3.76066
H -2.89210 2.24735 2.45726
C -0.45140 -3.94945 -2.69824
C 0.11800 -3.51305 -1.32404
C -0.69960 -4.21425 -0.20714
C 1.58950 -3.98515 -1.23774
N 0.04760 -2.14065 -1.17474
H -0.38940 -5.03095 -2.79914
H 0.12410 -3.48215 -3.49414
H -1.49080 -3.64515 -2.79984
H -0.72340 -5.28645 -0.38064
H -1.72030 -3.83625 -0.19004
H -0.24880 -4.02895 0.76516
H 1.64310 -5.06835 -1.30694
H 2.02930 -3.66205 -0.29794
H 2.15500 -3.54125 -2.05214


Summary of relative energy (zero: lowest compared OMol25 entry of this formula, charge and spin) in kcal per mole
56.1; 62.0; 9.4
(order as listed above)